{"formula": "C5H5Br15", "method": "wB97M-V/def2-TZVPD", "e_above_lowest_ev": 0.000, "homo_lumo_gap_ev": 9.859, "e_homo_ev": -10.18, "e_tot_ha": -38803.674251, "max_force_ha_per_bohr": 0.0123, "species": ["C", "Br", "Br", "Br", "H", "C", "Br", "Br", "Br", "H", "C", "Br", "Br", "Br", "H", "C", "Br", "Br", "Br", "H", "C", "Br", "Br", "Br", "H"], "coordinates": [[-0.96902, 30.86680, -8.63692], [-1.14519, 30.75512, -10.55062], [-1.23673, 32.67073, -7.99445], [0.69395, 30.16294, -8.05275], [-1.79982, 30.29727, -8.24407], [-7.60304, 33.69980, -9.24125], [-6.24638, 34.37743, -10.40812], [-9.33244, 34.31265, -9.78942], [-7.26520, 34.18419, -7.42542], [-7.59286, 32.62260, -9.32654], [-5.26231, 25.95966, -4.27207], [-5.24454, 27.22017, -5.71464], [-3.73034, 24.80158, -4.33546], [-6.87899, 24.94926, -4.28048], [-5.22961, 26.50907, -3.34558], [-5.36593, 29.87712, -8.27240], [-3.98988, 28.62597, -8.77061], [-6.85098, 29.78266, -9.46897], [-4.66620, 31.66326, -8.11757], [-5.70791, 29.60976, -7.28419], [-9.66865, 31.32608, -6.52115], [-11.10588, 31.25638, -5.26977], [-10.29685, 31.00126, -8.30992], [-8.28970, 30.09856, -6.03807], [-9.25614, 32.32303, -6.52500]], "forces_ev_per_angstrom": [[-0.457, 0.385, -0.206], [0.010, 0.084, -0.051], [0.209, 0.038, -0.071], [0.192, -0.204, 0.179], [0.170, -0.159, 0.166], [-0.076, 0.058, -0.264], [0.203, 0.040, -0.119], [-0.215, 0.086, -0.106], [0.020, 0.053, 0.371], [0.012, -0.092, 0.109], [0.035, -0.116, 0.022], [0.106, 0.122, -0.108], [0.082, 0.054, 0.026], [-0.325, -0.172, 0.053], [0.076, 0.075, 0.067], [0.206, 0.125, 0.059], [0.004, -0.037, -0.058], [-0.072, 0.006, -0.155], [-0.016, -0.188, -0.083], [-0.118, -0.081, 0.016], [-0.138, 0.022, -0.286], [-0.199, 0.081, 0.201], [-0.069, -0.078, -0.088], [0.290, -0.173, 0.207], [0.069, 0.071, 0.118]], "mulliken_charge": [0.078, 0.010, -0.048, -0.016, -0.086, 0.233, -0.025, -0.030, -0.041, -0.170, -0.335, 0.107, -0.025, -0.002, 0.334, 0.157, -0.095, -0.019, 0.115, -0.176, -0.062, -0.024, -0.047, 0.066, 0.099]}